# 1
Molecular formula: CH4N2O2
Method: DFT, the ωB97M-V functional and the def2-TZVPD basis

As for the energy above the lowest of the compared OMol25 structures with the same formula, charge and spin: 103.8 kcal per mole. As for the SMILES: O/N=C/NO. The calculation puts the HOMO energy at -9.3 eV. Its net charge is 0.

```
9
Properties=species:S:1:pos:R:3:forces:R:3:nbo_charge:R:1
O -2.390888 -0.569509 -0.075989 0.45 3.50 0.86 -0.55
N -0.962259 -0.706606 0.013721 0.08 0.49 -0.67 -0.13
C -0.206248 0.321461 -0.142149 -1.27 0.81 1.82 0.15
N 1.209796 0.316921 0.124588 -0.93 -0.21 -1.67 -0.33
O 1.701616 -0.997376 -0.208855 3.01 0.24 4.38 -0.55
H -2.728034 0.434904 0.155050 1.56 -3.26 -0.83 0.43
H -0.644634 1.361976 -0.089108 0.52 -0.88 -0.54 0.15
H 1.697798 1.028588 -0.486545 -0.75 -1.20 0.69 0.36
H 2.322857 -1.190357 0.709286 -2.67 0.51 -4.03 0.47
```
Forces are in eV/Å.

# 2
Molecular formula: CH4N2O2
Method: DFT, the ωB97M-V functional and the def2-TZVPD basis

As for the energy above the lowest of the compared OMol25 structures with the same formula, charge and spin: 61.9 kcal per mole. The calculation puts the HOMO energy (spin up / spin down) at -7.8 / -7.8 eV. Its net charge is 0.

```
9
Properties=species:S:1:pos:R:3:forces:R:3:nbo_charge:R:1
C 0.791635 -0.226516 -0.014314 -4.26 -0.46 -0.44 0.85
N 1.674793 0.723301 0.017059 0.68 0.63 0.06 -0.83
N -2.038674 -0.264548 0.005693 -0.34 -0.67 0.04 -0.47
O 0.692227 -1.400644 -0.045915 0.57 0.52 0.14 -0.53
O -1.072022 0.642812 -0.113906 3.42 0.07 0.22 -0.52
H 2.666570 0.515864 0.005531 -0.18 0.03 0.03 0.41
H 1.355585 1.676027 0.060333 -0.05 -0.01 -0.04 0.44
H -2.086437 -0.887892 -0.798293 0.13 -0.08 0.21 0.33
H -1.983675 -0.778403 0.883809 0.01 -0.04 -0.22 0.33
```
Forces are in eV/Å.

# 3
Molecular formula: CH4N2O2
Method: DFT, the ωB97M-V functional and the def2-TZVPD basis

As for the energy above the lowest of the compared OMol25 structures with the same formula, charge and spin: 37.4 kcal per mole. As for the SMILES: [H]/N=N\[H].O=CO. The calculation puts the HOMO energy at -10.3 eV. Its net charge is 0.

```
9
Properties=species:S:1:pos:R:3:forces:R:3:nbo_charge:R:1
H 2.211219 0.794370 0.459600 -0.56 -0.03 -0.06 0.29
N 1.478086 0.213213 -0.010252 1.41 -0.82 -0.26 -0.31
N 2.017297 -0.816555 -0.478737 -0.65 0.93 0.56 -0.26
H 3.031742 -0.844572 -0.257184 -0.20 -0.01 -0.17 0.29
O -2.694746 -1.088574 -0.276761 0.52 0.67 0.32 -0.56
C -1.935114 -0.248211 0.122695 -0.26 -0.72 -0.19 0.65
O -1.699935 0.889143 -0.538819 -0.48 0.14 -0.39 -0.67
H -1.341513 -0.332208 1.045591 -0.09 -0.12 0.06 0.09
H -1.067036 1.433391 -0.066132 0.32 -0.04 0.12 0.49
```
Forces are in eV/Å.

# 4
Molecular formula: CH4N2O2
Method: DFT, the ωB97M-V functional and the def2-TZVPD basis

As for the energy above the lowest of the compared OMol25 structures with the same formula, charge and spin: 49.8 kcal per mole. Its spin multiplicity is 3. The calculation puts the HOMO energy (spin up / spin down) at -7.6 / -10.3 eV. Its net charge is 0.

```
9
Properties=species:S:1:pos:R:3:forces:R:3:nbo_charge:R:1
C 0.362107 0.492251 0.039542 -2.94 3.01 0.62 -0.45
N -1.984952 -0.624462 -0.180931 0.31 0.92 -0.65 -0.04
N -1.156971 0.608414 0.047704 2.36 0.27 0.28 0.12
O -3.215293 -0.558312 -0.135096 -0.65 0.36 0.14 -0.29
O -1.639943 1.746244 0.227030 -0.94 -0.64 -0.02 -0.33
H 0.712055 1.520574 0.319385 -0.29 -1.19 -0.48 0.25
H 0.682060 0.150338 -0.864917 0.80 -0.26 -3.07 0.20
H 0.736416 -0.216591 0.661983 0.68 -1.99 2.67 0.20
H -1.540074 -1.485457 0.070996 0.67 -0.47 0.50 0.34
```
Forces are in eV/Å.

# 5
Molecular formula: CH4N2O2
Method: DFT, the ωB97M-V functional and the def2-TZVPD basis

As for the energy above the lowest of the compared OMol25 structures with the same formula, charge and spin: 42.8 kcal per mole. Its spin multiplicity is 3. The calculation puts the HOMO energy (spin up / spin down) at -7.9 / -10.6 eV. Its net charge is 0.

```
9
Properties=species:S:1:pos:R:3:forces:R:3:nbo_charge:R:1
C -1.103559 -0.415897 -0.037724 0.79 -0.56 2.85 -0.50
N 1.597190 -0.675470 -0.834258 1.80 0.24 1.15 0.14
N -0.087053 0.458205 -0.501448 1.01 1.89 0.43 0.04
O 0.423016 1.118472 0.587196 -3.14 -1.21 1.38 -0.55
O 2.295421 -0.196099 -0.013677 -0.28 -1.30 -1.59 -0.28
H -0.875394 -0.982502 0.927683 0.10 0.84 -1.18 0.21
H -1.359789 -1.101902 -0.763410 0.11 -1.59 -1.87 0.22
H -2.027796 0.060058 0.129350 -1.11 1.34 0.47 0.22
H 1.137965 1.735132 0.506292 0.72 0.33 -1.63 0.50
```
Forces are in eV/Å.

# 6
Molecular formula: CH4N2O2S
Method: DFT, the ωB97M-V functional and the def2-TZVPD basis

As for the energy above the lowest of the compared OMol25 structures with the same formula, charge and spin: 16.8 kcal per mole. Its spin multiplicity is 3. The calculation puts the HOMO energy (spin up / spin down) at -6.6 / -9.9 eV. Its net charge is 0.

```
10
Properties=species:S:1:pos:R:3:forces:R:3:nbo_charge:R:1
C -1.010845 1.904173 2.164274 -0.09 0.06 0.71 0.11
N -0.915594 1.641003 1.061959 -0.19 1.07 -0.20 -0.35
N 1.208553 0.088616 -0.329403 0.59 0.52 0.12 -1.06
O -0.649243 -1.228400 0.652482 -0.57 -1.98 2.48 -0.91
O 0.021971 -1.705646 -2.686140 0.73 0.41 -0.67 -0.44
S -0.397460 -0.301525 -0.409185 0.31 0.84 -2.87 1.22
H -1.110340 2.142824 3.190408 0.00 0.03 0.34 0.23
H -0.566485 -2.453546 -2.591430 -0.59 -0.67 0.17 0.42
H 1.821607 -0.576460 0.117175 -0.11 -0.22 0.02 0.40
H 1.597835 0.488961 -1.170139 -0.07 -0.05 -0.10 0.39
```
Forces are in eV/Å.

# 7
Molecular formula: CH4N2O3S
Method: DFT, the ωB97M-V functional and the def2-TZVPD basis

As for the energy above the lowest of the compared OMol25 structures with the same formula, charge and spin: 88.8 kcal per mole. As for the SMILES: NS(=O)(=O)N1CO1. The calculation puts the HOMO energy at -10.9 eV. Its net charge is 0.

```
11
Properties=species:S:1:pos:R:3:forces:R:3:nbo_charge:R:1
N -0.237040 -1.696797 0.404590 -0.38 1.56 -2.05 -1.04
S 0.822763 -0.526717 -0.206388 -0.19 -1.97 2.52 2.38
O 0.930713 -0.487452 -1.600410 -0.72 0.22 -2.02 -0.90
O 2.012944 -0.599159 0.541278 1.48 0.20 0.77 -0.93
N -0.114588 0.680332 0.519244 0.42 -0.50 2.10 -0.41
C -0.869812 1.416002 -0.372138 0.81 -0.08 -1.19 0.05
O 0.336094 1.949693 0.083590 0.91 0.76 -0.49 -0.33
H 0.250736 -2.443863 0.808052 1.06 -1.32 0.45 0.40
H -0.647232 -1.161494 1.138575 -0.73 -0.03 0.91 0.39
H -0.800216 0.942712 -1.316261 -0.67 0.51 -1.48 0.20
H -1.684362 1.926745 -0.000134 -1.99 0.65 0.49 0.19
```
Forces are in eV/Å.

# 8
Molecular formula: CH4N2O3S
Method: DFT, the ωB97M-V functional and the def2-TZVPD basis

As for the energy above the lowest of the compared OMol25 structures with the same formula, charge and spin: 27.8 kcal per mole. The calculation puts the HOMO energy at -9.8 eV. Its net charge is 0.

```
11
Properties=species:S:1:pos:R:3:forces:R:3:nbo_charge:R:1
C -0.052825 0.553550 -0.629447 -3.02 -2.19 -1.13 0.37
N -0.731853 0.875252 -1.682625 -1.66 1.43 -3.68 -0.75
N -0.268861 -0.475756 0.055349 -2.66 -5.21 2.11 -0.75
O -0.035463 -1.526052 2.511393 -2.21 -1.06 1.32 -0.92
O 0.932319 0.636790 1.869663 -0.21 2.65 1.42 -0.98
O 1.916400 -1.373771 1.090602 -0.94 -0.12 0.39 -0.97
S 0.748182 -0.738464 1.674425 3.75 -0.79 -3.66 2.54
H 0.578391 1.257262 -0.347916 3.35 2.73 1.75 0.22
H -0.562984 1.706899 -2.227460 0.61 0.21 0.60 0.41
H -1.436017 0.366044 -2.192571 0.03 -0.84 0.78 0.40
H -1.087288 -1.281754 -0.121413 2.95 3.18 0.09 0.43
```
Forces are in eV/Å.

# 9
Molecular formula: CH4N2O4
Method: DFT, the ωB97M-V functional and the def2-TZVPD basis

As for the energy above the lowest of the compared OMol25 structures with the same formula, charge and spin: 18.9 kcal per mole. As for the SMILES: O=C(O)NN(O)O. The calculation puts the HOMO energy at -9.6 eV. Its net charge is 0.

```
11
Properties=species:S:1:pos:R:3:forces:R:3:nbo_charge:R:1
O -0.073675 1.608847 -1.275585 -0.14 0.07 -0.11 -0.59
C -0.713381 0.619820 -1.067794 0.97 -0.79 0.41 0.89
O -1.720098 0.188207 -1.827844 -0.92 -0.84 0.39 -0.65
N -0.409864 -0.335779 -0.082807 0.20 -0.25 0.61 -0.56
N 0.883297 -0.300975 0.460071 1.01 0.49 -0.74 0.23
O 1.107960 0.890571 1.231315 -0.62 -0.41 0.59 -0.60
O 0.907403 -1.350148 1.381001 -0.57 0.38 0.05 -0.56
H -1.942953 -0.724549 -1.502295 0.18 1.14 -0.73 0.49
H -1.130016 -0.658425 0.557105 -0.02 0.24 0.07 0.39
H 1.248601 1.580328 0.564466 -0.02 -0.26 -0.25 0.49
H 1.842725 -1.517896 1.562366 -0.07 0.22 -0.29 0.49
```
Forces are in eV/Å.

# 10
Molecular formula: CH4N2OS
Method: DFT, the ωB97M-V functional and the def2-TZVPD basis

As for the energy above the lowest of the compared OMol25 structures with the same formula, charge and spin: 113.1 kcal per mole. The calculation puts the HOMO energy at -8.6 eV. Its net charge is 0.

```
9
Properties=species:S:1:pos:R:3:forces:R:3:nbo_charge:R:1
C 1.117450 -1.395172 -1.177908 -0.40 1.36 0.44 0.27
N 1.423240 -2.392065 -1.665633 0.42 -1.67 -0.30 -0.72
N -1.502938 1.102982 0.194730 1.14 -0.48 -2.43 -0.55
O -1.104516 1.991190 1.150493 0.90 0.56 0.22 -0.50
S 0.277707 1.638688 2.104029 -1.61 0.29 1.64 0.24
H 1.106557 1.141626 1.252441 0.81 -0.46 -1.56 0.08
H 1.659167 -3.353645 -1.839885 -0.05 0.37 -0.13 0.45
H -2.249451 0.478963 0.455274 0.53 -0.35 0.41 0.36
H -0.727216 0.787433 -0.473541 -1.74 0.38 1.71 0.37
```
Forces are in eV/Å.

no.,E_tot (eV)
1,-8172.185
2,-8174.000
3,-8175.064
4,-8170.661
5,-8170.961
6,-19007.002
7,-21055.745
8,-21058.390
9,-12268.711
10,-16960.284